ORCA calculation (ωB97M-V with the def2-TZVPD basis set) on a structure of composition C32H42GeO2OsP2SeTe.

As for the spin multiplicity: 5. Its charge is +4. As for the expectation value of S²: 6.034. Its HOMO energy (alpha / beta) is -18.91 / -18.91 eV.

Last column: Löwdin charge in e.
CARTESIAN COORDINATES (ANGSTROEM)
Os -0.035 1.382 0.374  1.043
O 1.430 0.063 0.171  -0.582
P 2.044 -1.124 0.966  0.838
C 0.701 -1.980 1.837  -0.280
P -0.016 -0.871 3.076  0.745
O -0.120 0.531 2.484  -0.503
C 1.064 -0.863 4.540  -0.213
C 1.379 -2.113 5.191  0.047
C 2.129 -2.152 6.359  0.003
C 2.548 -0.965 6.915  0.056
C 2.233 0.280 6.281  0.080
C 1.467 0.318 5.109  -0.041
C -1.546 -1.543 3.645  -0.330
C -2.392 -0.688 4.367  -0.076
C -3.590 -1.173 4.859  -0.030
C -3.942 -2.502 4.643  -0.006
C -3.101 -3.353 3.937  -0.024
C -1.895 -2.883 3.445  -0.067
C 2.880 -2.223 -0.120  -0.300
C 3.054 -3.574 0.205  -0.074
C 3.810 -4.380 -0.626  -0.026
C 4.396 -3.845 -1.768  -0.004
C 4.206 -2.510 -2.103  -0.023
C 3.455 -1.689 -1.279  -0.052
C 3.146 -0.554 2.264  -0.275
C 3.842 -1.529 3.000  -0.046
C 4.726 -1.146 3.993  -0.030
C 4.924 0.203 4.261  -0.012
C 4.237 1.174 3.528  -0.022
C 3.355 0.793 2.528  -0.079
H 1.076 -2.906 2.275  0.081
H -0.085 -2.223 1.114  0.083
H 0.993 -3.040 4.781  0.133
H 2.351 -3.095 6.839  0.144
H 3.095 -0.958 7.849  0.148
H 2.577 1.200 6.737  0.146
H 1.212 1.263 4.651  0.125
H -2.106 0.341 4.553  0.117
H -4.245 -0.525 5.426  0.129
H -4.872 -2.882 5.045  0.134
H -3.384 -4.385 3.776  0.131
H -1.243 -3.562 2.909  0.110
H 2.594 -4.014 1.081  0.102
H 3.940 -5.427 -0.390  0.130
H 5.012 -4.474 -2.398  0.135
H 4.644 -2.110 -3.007  0.130
H 3.315 -0.648 -1.538  0.110
H 3.730 -2.582 2.767  0.118
H 5.285 -1.896 4.537  0.135
H 5.648 0.506 5.006  0.136
H 4.411 2.222 3.734  0.131
H 2.831 1.547 1.954  0.049
C -1.781 2.975 -0.056  -0.352
Ge -3.765 2.853 0.313  0.836
C -4.790 2.905 -1.321  -0.177
C -4.301 4.080 1.701  -0.179
C -3.636 1.017 1.100  -0.514
Se -2.296 -0.156 0.344  0.962
C -3.146 -0.589 -1.350  -0.278
H -1.415 3.983 -0.227  0.026
H -1.624 2.351 -0.951  0.017
H -1.415 2.610 0.946  -0.022
H -4.925 3.941 -1.632  0.049
H -5.778 2.494 -1.112  0.053
H -4.338 2.356 -2.145  0.024
H -4.304 5.101 1.319  0.046
H -3.653 4.027 2.575  0.034
H -5.321 3.840 2.000  0.050
H -4.599 0.514 1.001  0.052
H -3.393 1.108 2.159  0.018
H -3.572 0.302 -1.798  0.022
H -3.927 -1.309 -1.113  0.058
H -2.409 -1.038 -2.009  0.050
C 1.098 4.409 -1.860  -0.335
Te 1.779 3.239 -0.228  1.385
C 1.309 4.655 1.286  -0.353
H 1.830 5.211 -1.951  0.040
H 0.110 4.811 -1.657  0.016
H 1.108 3.796 -2.757  0.032
H 0.477 5.269 0.951  0.027
H 2.185 5.279 1.448  0.033
H 1.056 4.119 2.198  0.011